Density functional theory data (ωB97M-V with the def2-TZVPD basis set) for C17H11BF14FeN3 as an isolated structure in a non-equilibrium geometry.

The geometry in XYZ format:
```
47
Properties=species:S:1:pos:R:3:lowdin_spin:R:1
Fe -0.8671 -0.6503 0.0422 3.635
C -2.1804 -1.4326 3.0014 0.002
N -0.9616 -0.7752 2.4237 0.038
C -0.6564 0.5993 3.0141 0.003
C -0.3291 1.6273 1.9325 0.008
N -0.6633 1.2680 0.5932 0.059
C -0.8259 2.2134 -0.3559 0.010
C -0.9756 3.6757 -0.1636 0.008
F -1.1438 4.1911 1.0798 0.001
C -0.7576 4.5062 -1.2273 0.000
F -0.5967 5.8498 -1.1074 0.000
C -0.6479 4.0095 -2.4957 0.006
F -0.4213 4.8756 -3.5136 0.002
C -0.7176 2.6669 -2.7882 0.000
F -0.7015 2.1509 -4.0841 0.000
C -0.8483 1.8222 -1.7234 0.007
F -0.9440 0.4653 -2.0243 0.030
C 0.1737 -1.7264 2.5939 0.002
C 1.2643 -1.6799 1.5695 0.005
N 0.8252 -1.4609 0.1853 0.052
C 1.7513 -1.5261 -0.7837 0.012
C 3.0287 -0.8823 -0.6224 0.015
F 3.2248 -0.1351 0.4801 0.004
C 3.9177 -0.7587 -1.7159 -0.002
F 5.0819 -0.0504 -1.6691 -0.001
C 3.5603 -1.2000 -2.9826 0.013
F 4.2942 -0.9390 -4.0784 0.004
C 2.3455 -1.8681 -3.1534 -0.002
F 1.8862 -2.1745 -4.4038 -0.001
C 1.5039 -2.0625 -2.0801 0.014
F 0.3362 -2.6349 -2.4391 0.005
H -1.9062 -2.0327 3.8986 0.001
H -2.9624 -0.7337 3.1717 0.000
H -2.5300 -2.2175 2.2560 0.001
H -1.5099 0.8780 3.5690 0.000
H 0.1739 0.5204 3.7010 0.001
H -0.9720 2.4987 2.2319 0.001
H 0.7311 1.9003 2.0354 0.001
H 0.6232 -1.5838 3.5799 0.000
H -0.2178 -2.7571 2.6420 0.000
H 1.9657 -0.8837 1.8688 0.001
H 1.8411 -2.6394 1.5083 0.000
F -1.8716 -3.0323 -0.1790 0.020
B -2.8791 -2.2612 -0.8502 0.006
F -4.1366 -2.6573 -0.5296 0.001
F -2.5147 -2.0850 -2.1490 0.004
F -2.7905 -0.8783 -0.2584 0.032
```

Values from the calculation:
F_max = 2.84 eV Å⁻¹
HOMO level (spin up / spin down) = -4.543 / -4.769 eV
net charge = -1
spin multiplicity = 5
electronic energy = -95391.71483 eV
E_LUMO (spin up / spin down) = 2.7 / 2.7 eV
gap between HOMO and LUMO (spin up / spin down) = 7.218 / 7.437 eV
energy relative to the best compared isomer or geometry (same formula, charge and spin) = 169.4 kJ/mol